Density functional theory data (ωB97M-V with the def2-TZVPD basis set) for a cluster of 41 separate species, BF4H80O40 in total in a non-equilibrium geometry.

Calculated values
LUMO level ... 0.023 Eh
Orbital gap ... 8.1 eV
HOMO ... -7.5 eV
Multiplicity ... 1
Charge ... -1
Relative energy (zero: lowest compared OMol25 entry of this formula, charge and spin) ... 13.5 kcal/mol

```
125
BF4H80O40 | the Open Molecules 2025 dataset | ωB97M-V with the def2-TZVPD basis set
B 19.333 13.728 -2.144
F 20.484 14.252 -2.820
F 19.009 12.495 -2.670
F 19.559 13.546 -0.836
F 18.213 14.532 -2.379
O 17.265 17.079 1.605
H 16.442 17.037 2.091
H 17.436 18.015 1.502
O 21.467 10.442 -7.270
H 21.009 11.001 -6.643
H 22.395 10.590 -7.091
O 15.728 13.263 -2.721
H 15.993 12.686 -3.438
H 16.549 13.509 -2.295
O 20.020 16.252 -7.240
H 20.660 15.582 -6.999
H 20.536 17.053 -7.337
O 18.748 12.520 -5.354
H 18.859 12.476 -4.404
H 18.011 11.937 -5.536
O 16.433 19.432 -4.446
H 16.412 18.628 -3.927
H 15.961 19.212 -5.249
O 15.057 10.470 -1.791
H 14.375 10.236 -1.162
H 15.240 11.393 -1.616
O 17.470 16.017 -6.425
H 17.724 16.117 -5.507
H 18.296 15.880 -6.888
O 21.048 13.740 -6.224
H 21.575 13.517 -5.456
H 20.167 13.436 -6.006
O 16.633 12.515 0.310
H 15.754 12.686 0.647
H 17.149 13.271 0.588
O 14.844 16.309 -6.301
H 15.777 16.130 -6.416
H 14.413 15.479 -6.504
O 18.991 7.724 -2.924
H 19.253 7.385 -2.068
H 19.046 8.675 -2.833
O 23.321 15.431 -3.752
H 23.248 14.543 -4.102
H 22.425 15.768 -3.765
O 22.937 12.839 -4.254
H 23.179 12.187 -4.911
H 22.683 12.325 -3.488
O 22.870 15.412 -7.508
H 22.300 14.706 -7.203
H 23.757 15.075 -7.382
O 21.376 17.857 -0.142
H 20.942 17.005 -0.185
H 20.802 18.392 0.406
O 22.970 10.111 -2.386
H 23.722 9.682 -1.980
H 22.254 9.981 -1.764
O 25.301 17.472 -4.066
H 24.547 16.901 -3.919
H 26.060 16.903 -3.941
O 15.263 12.963 -6.485
H 15.220 12.317 -5.780
H 16.183 13.224 -6.515
O 21.310 9.543 0.342
H 21.695 10.323 0.742
H 21.155 8.948 1.076
O 12.992 12.709 -2.744
H 13.855 13.086 -2.915
H 12.993 11.879 -3.221
O 14.734 15.894 -1.827
H 14.981 14.970 -1.867
H 14.529 16.048 -0.905
O 20.725 14.024 1.620
H 21.105 14.883 1.801
H 20.973 13.838 0.714
O 19.332 16.161 -0.292
H 18.702 16.300 0.415
H 19.034 15.361 -0.725
O 19.071 19.179 -5.404
H 18.206 19.393 -5.053
H 19.247 18.294 -5.084
O 18.691 16.429 -4.240
H 19.116 15.640 -3.903
H 18.385 16.889 -3.459
O 18.351 8.538 -5.440
H 18.544 8.461 -4.505
H 17.540 8.044 -5.559
O 16.683 17.534 -2.579
H 17.024 17.852 -1.743
H 16.118 16.798 -2.344
O 20.394 18.220 -2.875
H 19.594 18.650 -2.573
H 20.802 17.884 -2.077
O 19.522 9.882 -1.651
H 20.161 9.769 -0.947
H 19.451 10.830 -1.761
O 16.693 10.888 -5.254
H 15.807 10.530 -5.202
H 17.254 10.123 -5.381
O 15.942 8.584 -3.433
H 15.487 9.232 -2.894
H 16.536 8.142 -2.826
O 23.402 11.314 0.567
H 23.233 12.027 -0.049
H 23.014 11.610 1.390
O 25.558 14.715 -1.323
H 25.870 13.815 -1.410
H 24.891 14.805 -2.003
O 22.259 13.583 -0.745
H 22.806 14.346 -0.934
H 21.446 13.746 -1.223
O 15.934 12.584 3.298
H 16.063 11.674 3.569
H 16.767 12.835 2.898
O 22.467 18.888 -4.781
H 21.617 18.721 -4.376
H 23.087 18.882 -4.051
O 17.584 9.707 0.219
H 16.873 10.332 0.082
H 18.129 9.787 -0.565
O 21.283 11.590 2.792
H 21.530 12.132 3.541
H 20.608 12.097 2.341
O 18.022 14.157 2.197
H 18.975 14.210 2.271
H 17.741 15.064 2.073
```

Density functional theory data (ωB97M-V with the def2-TZVPD basis set) for an isolated molecule of C5H10N2O in a non-equilibrium geometry.

Calculated values
LUMO level ... 0.036 Eh
Orbital gap ... 9.4 eV
HOMO ... -8.4 eV
Multiplicity ... 1
Relative energy (zero: lowest compared OMol25 entry of this formula, charge and spin) ... 123.5 kcal/mol

```
18
C5H10N2O | the Open Molecules 2025 dataset | ωB97M-V with the def2-TZVPD basis set
C -0.069 1.633 0.779
C -0.007 -2.010 0.154
C 1.935 0.212 -0.226
C 0.525 0.372 0.265
C -0.634 1.121 -0.527
O -2.791 0.390 -0.154
N -1.480 -0.019 -0.479
N -0.326 -0.698 0.665
H -3.355 -0.323 -0.485
H -0.699 1.572 1.656
H 0.519 2.535 0.681
H -0.728 1.770 -1.391
H 0.938 -2.349 0.587
H -0.790 -2.701 0.465
H 0.076 -2.036 -0.941
H 1.997 -0.518 -1.033
H 2.581 -0.116 0.589
H 2.308 1.164 -0.602
```

Density functional theory data (ωB97M-V with the def2-TZVPD basis set) for a cluster of 2 separate species, C4H5NO in total.

Calculated values
LUMO level ... 0.029 Eh
Orbital gap ... 10.6 eV
HOMO ... -9.8 eV
Multiplicity ... 1
Relative energy (zero: lowest compared OMol25 entry of this formula, charge and spin) ... 41.9 kcal/mol

```
11
C4H5NO | the Open Molecules 2025 dataset | ωB97M-V with the def2-TZVPD basis set
C 0.832 1.401 -1.729
C 0.898 0.676 -0.462
C 0.976 0.086 0.585
C -1.631 -1.450 1.121
O -2.122 -1.182 0.097
N -1.012 -1.668 2.149
H -0.133 1.244 -2.220
H 1.620 1.062 -2.408
H 0.959 2.476 -1.565
H -1.382 -2.193 2.923
H 0.996 -0.451 1.510
```

Density functional theory data (ωB97M-V with the def2-TZVPD basis set) for the ion C7H16N3 with charge +1 in a non-equilibrium geometry.

Calculated values
LUMO level ... -0.104 Eh
Orbital gap ... 9.9 eV
HOMO ... -12.7 eV
Multiplicity ... 1
Charge ... +1
Relative energy (zero: lowest compared OMol25 entry of this formula, charge and spin) ... 73.5 kcal/mol

```
26
C7H16N3 | the Open Molecules 2025 dataset | ωB97M-V with the def2-TZVPD basis set
C -2.542 -1.224 -1.074
C -1.546 -1.349 -0.242
C 1.337 -1.275 0.784
C -0.873 -0.292 0.581
C 1.361 -0.380 -0.531
C 0.112 0.513 -0.355
C -0.254 2.904 0.624
N 0.202 -0.713 1.515
N 1.297 -1.136 -1.703
N 0.598 1.629 0.562
H -2.878 -2.207 -1.439
H -3.086 -0.225 -1.270
H -1.202 -2.368 -0.051
H 1.191 -2.307 0.501
H 2.351 -1.041 1.292
H -1.559 0.347 1.192
H 2.233 0.270 -0.830
H -0.250 0.939 -1.205
H -0.951 2.989 1.462
H 0.480 3.741 0.472
H -0.817 2.888 -0.392
H -0.205 -1.484 2.192
H 2.218 -1.456 -1.963
H 0.596 -1.761 -1.770
H 0.692 1.115 1.486
H 1.495 1.881 0.163
```

Density functional theory data (ωB97M-V with the def2-TZVPD basis set) for a structure of composition C44H37N3O3PZr.

Calculated values
LUMO level ... -0.099 Eh
Orbital gap ... 8.2 eV
HOMO ... -10.9 eV
Multiplicity ... 1
Charge ... +1
Relative energy (zero: lowest compared OMol25 entry of this formula, charge and spin) ... 0.0 kcal/mol

```
89
C44H37N3O3PZr | the Open Molecules 2025 dataset | ωB97M-V with the def2-TZVPD basis set
Zr 0.657 0.792 0.662
O -0.831 0.552 2.307
C -2.183 1.117 2.102
C -2.050 2.040 0.859
O -2.835 2.915 0.647
O -1.047 1.688 0.073
C -3.140 0.016 1.677
C -2.683 -1.240 1.299
C -3.582 -2.202 0.850
C -4.931 -1.907 0.768
C -5.386 -0.644 1.130
C -4.497 0.316 1.580
C -2.544 1.845 3.376
C -3.246 1.196 4.384
C -3.461 1.829 5.602
C -2.976 3.109 5.814
C -2.271 3.759 4.809
C -2.054 3.130 3.595
H -0.883 -0.133 2.987
H -1.629 -1.489 1.324
H -3.214 -3.179 0.563
H -5.631 -2.654 0.418
H -6.439 -0.405 1.059
H -4.848 1.304 1.849
H -3.638 0.200 4.220
H -4.015 1.320 6.379
H -3.149 3.605 6.760
H -1.897 4.762 4.968
H -1.516 3.653 2.815
C 2.447 1.786 -1.987
N 2.274 1.771 -0.524
C 3.215 2.253 0.234
C 3.081 2.228 1.643
C 3.913 2.670 2.664
C 3.260 2.370 3.864
C 2.057 1.766 3.527
N 1.930 1.661 2.184
C 1.886 3.044 -2.602
C 0.511 3.262 -2.617
C -0.004 4.435 -3.146
C 0.849 5.396 -3.673
C 2.219 5.181 -3.668
C 2.734 4.009 -3.130
H 1.940 0.906 -2.393
H 3.508 1.688 -2.229
H 4.120 2.663 -0.212
H 4.870 3.152 2.541
H 3.608 2.575 4.863
H 1.276 1.413 4.183
H -0.165 2.517 -2.213
H -1.073 4.599 -3.145
H 0.445 6.310 -4.087
H 2.888 5.923 -4.081
H 3.806 3.843 -3.130
N 0.937 -1.043 0.215
P 0.864 -2.208 -0.859
C -0.252 -3.536 -0.399
C -0.232 -4.010 0.911
C -1.028 -5.086 1.268
C -1.841 -5.693 0.318
C -1.866 -5.221 -0.987
C -1.072 -4.142 -1.349
C 0.306 -1.497 -2.425
C -0.870 -0.739 -2.402
C -1.270 -0.052 -3.534
C -0.503 -0.112 -4.693
C 0.656 -0.871 -4.722
C 1.060 -1.569 -3.589
C 2.475 -2.952 -1.158
C 3.606 -2.146 -1.039
C 4.860 -2.668 -1.310
C 4.990 -3.995 -1.699
C 3.867 -4.803 -1.812
C 2.609 -4.284 -1.541
H 0.413 -3.540 1.646
H -1.012 -5.456 2.285
H -2.459 -6.535 0.599
H -2.502 -5.692 -1.724
H -1.091 -3.773 -2.367
H -1.470 -0.672 -1.498
H -2.178 0.537 -3.513
H -0.812 0.437 -5.573
H 1.252 -0.918 -5.623
H 1.971 -2.154 -3.613
H 3.500 -1.118 -0.713
H 5.738 -2.044 -1.212
H 5.971 -4.402 -1.905
H 3.968 -5.839 -2.104
H 1.736 -4.920 -1.623
```

Density functional theory data (ωB97M-V with the def2-TZVPD basis set) for the ion C10H12BrO2 with charge -1 in a non-equilibrium geometry.

Calculated values
LUMO level ... 0.107 Eh
Orbital gap ... 5.9 eV
HOMO ... -3.0 eV
Multiplicity ... 1
Charge ... -1

```
25
C10H12BrO2 | the Open Molecules 2025 dataset | ωB97M-V with the def2-TZVPD basis set
C 2.370 -2.032 0.704
O 3.006 -1.078 -0.209
C 2.653 0.189 0.277
O 2.766 0.498 1.439
C 2.048 1.306 -0.680
C 0.502 1.353 -0.320
C -0.151 2.539 0.244
C -1.602 2.443 0.575
C -2.319 1.174 0.318
C -1.668 -0.021 -0.248
C -2.402 -1.408 -0.567
C -0.237 0.084 -0.579
H 2.434 -3.054 0.249
H 1.276 -1.782 0.839
H 2.844 -2.038 1.719
H 2.163 0.980 -1.755
H 2.512 2.309 -0.507
H 0.446 3.473 0.412
H -2.114 3.331 1.039
H -3.405 1.116 0.578
H -1.576 -2.155 -0.744
H -3.096 -1.337 -1.439
H -2.928 -1.711 0.366
H 0.290 -0.811 -1.008
Br -3.811 -3.369 -0.703
```

Density functional theory data (ωB97M-V with the def2-TZVPD basis set) for a structure of composition C3H4N4O in a non-equilibrium geometry.

Calculated values
LUMO level ... 0.022 Eh
Orbital gap ... 10.1 eV
HOMO ... -9.5 eV
Multiplicity ... 1
Relative energy (zero: lowest compared OMol25 entry of this formula, charge and spin) ... 18.3 kcal/mol

```
12
C3H4N4O | the Open Molecules 2025 dataset | ωB97M-V with the def2-TZVPD basis set
C -2.172 0.175 -0.048
C 0.195 0.464 -0.044
C 2.171 0.112 0.204
H -3.139 0.536 -0.378
H -1.177 2.024 -0.291
H 3.219 0.127 0.364
H -0.217 -1.553 -0.499
N -1.096 1.037 -0.214
N 1.369 1.155 0.224
N 1.783 -1.083 -0.134
N 0.410 -0.823 -0.336
O -2.139 -0.956 0.419
```

Density functional theory data (ωB97M-V with the def2-TZVPD basis set) for a structure of composition C27H29N6NbS2Si in a non-equilibrium geometry.

Calculated values
LUMO level ... -0.294 Eh
Orbital gap ... 6.0 eV
HOMO ... -14.0 eV
Multiplicity ... 1
Charge ... +2
Relative energy (zero: lowest compared OMol25 entry of this formula, charge and spin) ... 0.0 kcal/mol

```
66
C27H29N6NbS2Si | the Open Molecules 2025 dataset | ωB97M-V with the def2-TZVPD basis set
Nb -0.536 0.509 0.067
N -1.881 2.601 3.578
C -1.778 2.232 2.289
S -0.518 2.890 1.198
N -2.552 1.225 1.811
N -2.505 1.133 0.439
C -3.439 1.490 -0.412
C -2.912 1.741 -1.716
C -3.892 1.938 -2.721
C -3.456 2.033 -4.025
C -2.091 1.911 -4.304
C -1.218 1.761 -3.269
N -1.604 1.580 -1.987
H -1.356 3.335 4.012
H -2.578 2.188 4.195
H -4.508 1.669 -0.153
H -4.967 1.796 -2.571
H -4.192 2.316 -4.790
H -1.673 1.836 -5.290
H -0.154 1.895 -3.371
N -1.187 -1.226 1.512
C -2.543 -1.744 1.193
C -3.493 -1.783 2.230
C -4.709 -2.368 1.935
C -4.965 -2.800 0.661
C -4.036 -2.745 -0.364
C -2.758 -2.201 -0.120
C -1.720 -2.095 -1.188
C -1.692 -3.194 -2.058
C -0.951 -3.134 -3.225
C 0.003 -2.130 -3.350
C 0.210 -1.180 -2.337
C -0.686 -1.133 -1.242
H -1.152 -1.006 2.534
H -0.488 -1.942 1.225
H -3.267 -1.268 3.174
H -5.463 -2.409 2.733
H -5.917 -3.325 0.470
H -4.305 -3.080 -1.352
H -2.380 -3.992 -1.753
H -1.106 -3.773 -4.144
H 0.586 -2.163 -4.281
H 0.962 -0.416 -2.308
C 5.253 -0.511 -0.763
Si 5.153 0.806 0.588
C 6.679 0.627 1.703
C 5.322 2.586 -0.176
C 3.522 0.505 1.535
C 3.627 -0.053 2.792
C 2.446 -0.295 3.512
C 1.224 0.002 2.959
N 1.140 0.329 1.635
C 2.265 0.656 0.960
S 1.918 1.171 -0.681
H 6.191 -0.394 -1.342
H 4.463 -0.440 -1.536
H 5.255 -1.499 -0.290
H 7.491 1.172 1.205
H 6.998 -0.405 1.918
H 6.561 1.106 2.699
H 4.997 2.577 -1.271
H 6.349 3.017 -0.127
H 4.577 3.218 0.396
H 4.576 -0.355 3.248
H 2.564 -0.750 4.551
H 0.299 -0.044 3.557
```

Density functional theory data (ωB97M-V with the def2-TZVPD basis set) for a structure of composition CH5IN2O2S in a non-equilibrium geometry.

Calculated values
LUMO level (alpha / beta) ... -0.030 / -0.030 Eh
Orbital gap (alpha / beta) ... 8.3 / 8.3 eV
HOMO (alpha / beta) ... -9.1 / -9.1 eV
Multiplicity ... 1
Relative energy (zero: lowest compared OMol25 entry of this formula, charge and spin) ... 37.2 kcal/mol

```
12
CH5IN2O2S | the Open Molecules 2025 dataset | ωB97M-V with the def2-TZVPD basis set
C 0.442 -0.531 -0.606
N 0.692 0.800 -0.097
N -1.970 0.572 1.309
O -0.341 2.927 0.482
O -1.151 1.691 -1.434
S -0.648 1.646 -0.088
I -3.189 -0.208 -0.069
H 0.578 -0.528 -1.713
H 0.952 -1.370 -0.128
H -0.593 -0.670 -0.425
H 1.188 0.859 0.803
H -2.457 1.149 1.922
```

Density functional theory data (ωB97M-V with the def2-TZVPD basis set) for a cluster of 2 separate species, C3H6N2OS in total in a non-equilibrium geometry.

Calculated values
LUMO level ... -0.028 Eh
Orbital gap ... 8.2 eV
HOMO ... -8.9 eV
Multiplicity ... 1
Relative energy (zero: lowest compared OMol25 entry of this formula, charge and spin) ... 126.8 kcal/mol

```
13
C3H6N2OS | the Open Molecules 2025 dataset | ωB97M-V with the def2-TZVPD basis set
C -0.501 -1.926 1.209
C 0.537 -1.251 0.285
C 0.924 1.257 0.063
H -1.477 -2.238 0.682
H -0.048 -2.711 1.877
H -0.695 -1.117 2.109
H 2.212 -1.300 -0.477
H -1.502 2.369 -0.019
H 1.987 0.869 0.131
N 1.615 -1.847 0.037
N 0.192 0.053 -0.302
O 0.435 2.469 0.166
S -1.399 0.528 -0.820
```

Density functional theory data (ωB97M-V with the def2-TZVPD basis set) for a structure of composition C9H12F14Li2N3O15S7 in a non-equilibrium geometry.

Calculated values
LUMO level ... 0.046 Eh
Orbital gap ... 8.2 eV
HOMO ... -6.9 eV
Multiplicity ... 1
Charge ... -1
Relative energy (zero: lowest compared OMol25 entry of this formula, charge and spin) ... 123.6 kcal/mol

```
62
C9H12F14Li2N3O15S7 | the Open Molecules 2025 dataset | ωB97M-V with the def2-TZVPD basis set
Li 4.711 -0.971 -0.308
Li 2.326 -0.886 -0.702
N 3.493 0.466 0.099
S 3.451 0.596 1.802
O 2.232 1.028 2.423
O 4.769 0.879 2.362
F 3.319 -0.982 2.063
S 3.545 1.977 -0.133
O 4.845 2.612 -0.043
O 2.385 2.724 0.360
F 3.402 1.910 -1.746
N -0.572 -2.248 -4.074
S -0.464 -1.930 -2.339
O -1.630 -1.733 -1.605
O 0.753 -1.225 -1.877
F -0.154 -3.466 -1.928
S -1.349 -0.995 -4.369
O -0.668 0.288 -4.101
O -2.776 -1.123 -4.128
F -1.213 -1.083 -5.989
N 3.666 -2.123 -1.475
S 4.032 -1.796 -3.088
O 2.850 -1.709 -3.993
O 5.287 -2.259 -3.698
F 4.454 -0.273 -2.777
S 3.737 -3.630 -1.654
O 4.995 -4.222 -1.177
O 2.889 -4.316 -2.642
F 2.898 -3.926 -0.252
C -0.085 -0.965 3.925
C -1.487 -1.311 3.378
C -1.380 -1.882 1.918
S 0.256 -2.664 1.791
O 1.046 -2.007 0.752
O 0.052 -4.158 1.852
C 0.797 -2.085 3.497
H -0.122 -0.870 5.010
H 0.145 0.029 3.541
H -2.198 -0.508 3.576
H -1.973 -2.123 3.918
H -1.412 -1.163 1.099
H -2.091 -2.683 1.714
H 1.884 -2.122 3.417
H 0.478 -2.952 4.076
C -3.823 3.354 -0.585
C -4.192 4.266 0.564
C -5.705 4.750 0.403
F -5.949 5.614 -0.572
F -6.579 3.737 0.305
F -4.317 3.692 1.735
F -3.311 5.249 0.804
O -2.481 2.986 -0.619
C -2.134 1.718 -0.026
C -0.579 1.721 0.002
F -0.093 0.531 0.250
F -0.093 2.115 -1.166
F -2.589 1.718 1.171
F -2.729 0.772 -0.742
H -3.931 3.773 -1.585
H -4.378 2.417 -0.539
H -6.130 5.239 1.280
H -0.108 2.229 0.844
```